Here is a molecular structure, C31H57CeN4O2P2 at a distorted geometry from OMol25. Energies are from wB97M-V/def2-TZVPD.

Results
Highest occupied orbital energy (alpha / beta) (eV): -16.03 / -16.04
Frontier orbital gap (alpha / beta) (eV): 5.13 / 5.17
Max |F| (eV/A): 5.748
Energy (eV): -74606.20831

Structure (ORCA input):
```
! RIJCOSX wB97M-V def2-TZVPD def2/J DEFGRID3
* xyz 3 1
C 2.855 0.830 -1.138
C 1.260 1.921 0.168
C 3.619 1.995 -1.182
C 2.111 3.017 0.382
C 3.271 3.088 -0.377
H 4.489 2.033 -1.833
H 1.851 3.775 1.126
H 3.904 3.974 -0.333
N 1.745 0.760 -0.376
P 1.927 -1.734 -1.910
P -2.702 1.637 2.110
C 3.247 -0.405 -1.932
H 3.516 -0.111 -2.963
H 4.187 -0.781 -1.491
C -3.441 -0.771 0.159
O -4.471 -0.557 -0.296
C -0.169 1.919 0.422
H -0.501 1.796 1.485
C -2.657 3.509 2.497
C -2.517 0.352 3.441
C 1.257 -1.841 -3.682
C 2.984 -3.226 -1.451
C -3.559 4.121 1.403
H -4.602 3.792 1.501
H -3.538 5.220 1.451
H -3.218 3.824 0.401
C -3.149 3.801 3.922
H -4.059 3.248 4.191
H -2.359 3.584 4.656
H -3.362 4.877 3.994
C -1.241 4.088 2.369
H -1.298 5.189 2.333
H -0.600 3.791 3.211
H -0.751 3.762 1.444
C -3.986 0.002 3.773
H -4.496 -0.433 2.899
H -4.036 -0.728 4.589
H -4.561 0.894 4.077
C -1.742 -0.849 2.856
H -2.204 -1.231 1.919
H -0.666 -0.592 2.723
H -1.766 -1.677 3.583
C -1.687 0.924 4.592
H -2.231 1.659 5.200
H -1.381 0.099 5.253
H -0.764 1.381 4.195
C 2.165 -4.517 -1.618
H 2.781 -5.360 -1.272
H 1.247 -4.505 -1.014
H 1.892 -4.724 -2.661
C 3.354 -3.058 0.036
H 3.901 -2.127 0.232
H 2.465 -3.082 0.683
H 4.005 -3.894 0.335
C 4.276 -3.329 -2.284
H 4.912 -4.099 -1.821
H 4.086 -3.640 -3.316
H 4.853 -2.398 -2.305
C 1.045 -0.416 -4.217
H 1.992 0.118 -4.373
H 0.530 -0.474 -5.190
H 0.413 0.172 -3.543
C -0.107 -2.569 -3.648
H -0.872 -2.004 -3.091
H -0.468 -2.673 -4.683
H -0.038 -3.577 -3.218
C 2.209 -2.579 -4.632
H 3.206 -2.117 -4.657
H 2.299 -3.647 -4.398
H 1.792 -2.511 -5.649
Ce -0.216 -0.755 0.123
N -1.529 0.605 -0.945
C -0.991 1.765 -0.656
C -1.189 2.926 -1.704
C -0.880 4.268 -1.070
C -0.127 2.665 -2.768
C -2.639 2.857 -2.201
H -1.588 4.513 -0.269
H 0.140 4.265 -0.665
H -0.935 5.055 -1.827
H -0.335 1.741 -3.318
H -0.061 3.503 -3.470
H 0.853 2.568 -2.276
H -2.809 3.571 -3.017
H -2.893 1.845 -2.537
H -3.338 3.099 -1.393
C 1.313 -3.699 3.389
N 0.412 -4.535 2.608
C -0.297 -4.153 1.538
N -1.092 -5.125 1.001
O -0.248 -2.991 1.001
H 2.262 -3.533 2.861
H 1.526 -4.227 4.322
H 0.847 -2.732 3.625
H 0.254 -5.506 2.896
H -1.707 -4.885 0.234
H -1.182 -6.022 1.463
*
```